Version P
Computed, not measured: 7 unconnected molecules or ions with the total composition H14O6S, with ωB97M-V with the def2-TZVPD basis set.

Positions of all 21 atoms, in Å:
S: 2.95 -0.69 2.86
H: 3.70 0.31 2.40
H: 3.31 -0.28 4.08
H: 0.55 0.17 2.07
H: -0.11 -0.95 1.44
O: -0.31 -0.26 2.10
H: 0.21 -0.08 -3.08
H: -0.11 1.40 -3.21
O: 0.35 0.77 -2.64
H: -1.70 2.10 1.27
H: -1.15 0.92 0.52
O: -1.76 1.69 0.39
H: -3.37 1.90 -2.95
H: -2.50 2.99 -2.20
O: -2.48 2.18 -2.71
H: 0.06 -2.43 -0.81
H: 0.98 -1.31 -1.03
O: 0.75 -1.94 -0.33
H: -2.79 -1.61 -1.87
H: -1.86 -0.47 -1.67
O: -1.84 -1.41 -1.92

* structure (SMILES): O.O.O.O.O.O.S
* charge: 0
* lowest unoccupied orbital energy: 0.0158 Eh
* HOMO: -9.86 eV



Version Q
Computed, not measured: 7 unconnected molecules or ions with the total composition H14O6S, with ωB97M-V with the def2-TZVPD basis set.

Positions of all 21 atoms, in Å:
S: -2.42 -3.65 -3.63
H: -3.66 -3.16 -3.56
H: -2.72 -4.82 -3.06
H: -0.97 1.75 -0.91
H: -0.03 2.34 -1.97
O: -0.47 1.52 -1.71
H: 1.39 -0.23 2.37
H: 1.10 0.76 3.47
O: 1.34 0.73 2.53
H: -0.22 -0.96 -0.47
H: 0.80 -0.08 -1.08
O: 0.73 -0.89 -0.57
H: 2.69 -2.15 1.42
H: 1.24 -1.80 1.04
O: 1.82 -1.98 1.81
H: -2.30 1.08 0.90
H: -0.81 1.04 1.22
O: -1.48 1.57 0.77
H: 0.74 3.18 0.00
H: 1.59 2.65 1.15
O: 1.65 3.08 0.29

* structure (SMILES): O.O.O.O.O.O.S
* charge: 0
* lowest unoccupied orbital energy: 0.0066 Eh
* HOMO: -9.86 eV



Top of the stability list: version Q, leading by 0.406 eV.



Version P
Computed, not measured: a molecular structure, C3H9NO2S, with ωB97M-V with the def2-TZVPD basis set.

Positions of all 16 atoms, in Å:
C: 0.98 0.87 1.56
C: 0.40 -1.26 -1.30
C: -0.10 -1.83 0.01
N: -1.54 0.12 0.84
O: -0.74 2.64 -0.84
O: 0.50 0.12 -0.96
S: -0.06 -0.14 0.65
H: 0.74 0.91 2.68
H: 2.02 0.94 1.24
H: 1.31 -1.79 -1.73
H: -0.44 -1.42 -1.92
H: 0.67 -2.63 0.28
H: -1.11 -2.23 -0.09
H: -1.81 1.07 1.22
H: 0.25 2.84 -0.90
H: -1.06 1.77 -0.73

* charge: 0
* lowest unoccupied orbital energy: 0.0241 Eh
* HOMO: -8.58 eV



Version Q
Computed, not measured: 2 unconnected molecules or ions with the total composition C3H9NO2S, with ωB97M-V with the def2-TZVPD basis set.

Positions of all 16 atoms, in Å:
O: 2.64 0.92 1.92
C: 2.63 0.68 0.74
C: 1.66 -0.27 0.04
C: 0.57 0.36 -0.84
S: -0.08 -0.85 -2.09
N: 0.91 -1.07 1.07
H: 3.52 0.99 0.18
H: 2.27 -0.94 -0.57
H: -0.27 0.53 -0.17
H: 0.78 1.33 -1.28
H: -0.60 -1.66 -1.16
H: 1.54 -1.82 1.36
H: 0.91 -0.44 1.87
H: -5.67 1.33 -0.81
H: -5.36 0.52 0.34
O: -5.47 0.40 -0.60

* structure (SMILES): N[C@H](C=O)CS.O
* charge: 0
* lowest unoccupied orbital energy: 0.0240 Eh
* HOMO: -9.14 eV



Version R
Computed, not measured: a molecular structure, C3H9NO2S, with ωB97M-V with the def2-TZVPD basis set.

Positions of all 16 atoms, in Å:
C: -0.90 1.44 0.22
C: -0.58 -0.85 1.15
C: -0.07 0.15 0.18
N: -0.07 -0.67 -1.62
O: 2.21 1.08 -0.47
O: 2.03 -1.39 0.09
S: 1.80 0.16 0.55
H: -0.56 2.13 -0.64
H: -1.93 1.13 0.14
H: -0.68 2.10 1.08
H: -0.46 -1.84 0.60
H: -1.62 -0.53 1.44
H: -0.12 -0.86 2.08
H: 1.64 -1.55 -0.73
H: -1.17 -0.52 -1.90
H: 0.48 0.02 -2.16

* charge: 0
* lowest unoccupied orbital energy: 0.0227 Eh
* HOMO: -9.33 eV



Top of the stability list: version Q, leading by 2.185 eV.



Version P
Computed, not measured: 3 unconnected molecules or ions with the total composition C3H14N2O2S, with ωB97M-V with the def2-TZVPD basis set.

Positions of all 22 atoms, in Å:
N: -1.98 -1.81 -0.16
C: -0.85 -0.91 0.13
C: 0.39 -1.04 -0.78
S: 0.34 -2.47 -1.95
C: -1.40 0.56 0.26
N: -0.88 1.25 1.46
H: -1.80 -2.72 0.24
H: 1.16 -3.36 -1.40
H: -2.19 -1.91 -1.14
H: -0.60 -1.30 1.14
H: 1.38 -1.05 -0.30
H: 0.54 -0.22 -1.49
H: -0.92 1.13 -0.55
H: -2.46 0.36 0.16
H: -1.60 1.16 2.16
H: -0.01 0.79 1.72
H: 0.22 3.67 0.18
H: -1.23 3.36 0.21
O: -0.63 4.05 -0.09
H: 4.12 0.03 0.85
H: 4.47 0.52 -0.59
O: 3.93 -0.11 -0.07

* structure (SMILES): NC[C@@H](N)CS.O.O
* charge: 0
* lowest unoccupied orbital energy: 0.0146 Eh
* HOMO: -9.02 eV



Version Q
Computed, not measured: 4 unconnected molecules or ions with the total composition C3H14N2O2S, with ωB97M-V with the def2-TZVPD basis set.

Positions of all 22 atoms, in Å:
C: -0.86 1.01 1.39
C: -1.74 -0.26 1.12
S: -2.01 -0.58 -0.65
N: 0.55 0.84 1.30
C: 1.05 0.80 -0.06
N: 1.16 -0.58 -0.41
H: -1.13 1.75 0.61
H: -1.10 1.50 2.34
H: -2.72 -0.07 1.60
H: -1.35 -1.18 1.57
H: -1.48 1.57 -1.07
H: 0.92 1.80 1.63
H: 0.43 1.40 -0.74
H: 2.08 1.24 -0.06
H: 0.33 -1.24 -0.12
H: 1.31 -0.70 -1.50
H: -0.68 0.18 -2.22
H: -0.13 -0.01 -3.73
O: 0.10 0.35 -2.80
H: 2.59 -1.16 0.64
H: 3.81 -1.85 1.51
O: 3.22 -0.98 1.42

* charge: 0
* lowest unoccupied orbital energy: -0.0730 Eh
* HOMO: -8.77 eV



Top of the stability list: version P, leading by 3.722 eV.



Version P
Computed, not measured: C5H6OS in the gas phase, with ωB97M-V with the def2-TZVPD basis set.

Positions of all 13 atoms, in Å:
C: -1.06 1.07 -1.37
C: 0.72 -0.53 -0.68
C: -1.07 0.63 -0.07
C: 1.79 -1.47 -0.39
C: -1.68 1.29 1.06
O: -0.13 -0.28 0.30
S: 0.32 0.27 -2.11
H: 2.46 -1.14 0.43
H: 2.50 -1.68 -1.23
H: 1.28 -2.49 -0.06
H: -2.73 1.32 1.01
H: -1.17 2.29 1.09
H: -1.22 0.71 2.01

* charge: 0
* lowest unoccupied orbital energy: 0.0059 Eh
* HOMO: -8.24 eV



Version Q
Computed, not measured: C5H6OS in the gas phase, with ωB97M-V with the def2-TZVPD basis set.

Positions of all 13 atoms, in Å:
C: -2.25 -0.23 -0.02
C: -0.82 0.35 -0.20
C: 0.22 -0.46 -1.01
C: -0.25 1.21 0.95
C: 1.17 -1.32 -0.22
O: 0.17 -0.42 -2.20
S: -2.29 1.05 -1.08
H: 0.84 1.33 0.91
H: -0.33 0.78 1.95
H: -0.54 2.24 0.98
H: 1.99 -0.75 0.15
H: 1.44 -2.11 -0.89
H: 0.65 -1.66 0.70

* charge: 0
* lowest unoccupied orbital energy: -0.0082 Eh
* HOMO: -9.16 eV



Top of the stability list: version P, leading by 0.205 eV.



Version P
Computed, not measured: C5H6OS in the gas phase, with ωB97M-V with the def2-TZVPD basis set.

Positions of all 13 atoms, in Å:
C: 0.89 0.09 0.05
C: 0.56 -1.17 -0.13
C: 0.91 1.50 0.14
C: -0.56 -2.17 -0.22
C: -0.59 2.02 0.21
O: 1.88 2.13 0.04
S: 2.29 -1.26 -0.17
H: -1.00 -2.39 0.75
H: -0.24 -3.22 -0.38
H: -1.28 -1.70 -0.85
H: -0.99 1.41 -0.64
H: -0.78 3.09 -0.02
H: -1.08 1.67 1.20

* structure (SMILES): CC(=O)C1=C(C)S1
* charge: 0
* lowest unoccupied orbital energy: 0.0030 Eh
* HOMO: -8.00 eV



Version Q
Computed, not measured: a molecular structure, C5H6OS, with ωB97M-V with the def2-TZVPD basis set.

Positions of all 13 atoms, in Å:
C: -0.08 0.18 0.86
C: 0.89 -0.87 0.32
C: 0.75 -0.72 -1.05
C: -0.07 0.36 -1.45
C: -0.82 0.78 -0.23
H: -1.25 -0.17 2.82
H: 0.54 1.01 1.20
H: 1.30 -1.69 0.88
H: 1.61 -1.33 -1.39
H: -0.85 0.10 -2.11
H: 0.64 1.28 -1.71
O: -0.60 -0.68 1.91
S: -2.07 1.74 -0.05

* charge: 0
* lowest unoccupied orbital energy: -0.0111 Eh
* HOMO: -8.77 eV



Top of the stability list: version P, leading by 1.024 eV.